Entry 1:
The following is a quantum chemistry calculation of an isolated ion of composition C7H13N2 and charge +1, from OMol25.

Its HOMO-LUMO gap (spin up / spin down) is 5.4385 / 5.7829 eV. As for the spin multiplicity: 3. Its charge is +1. The value obtained for the energy above the lowest of the compared OMol25 structures with the same formula, charge and spin is 68.5 kcal/mol. The largest force on an atom is 0.0909 hartree/bohr.

Element x y z (Å)
C (-0.2887, 1.4515, -1.2189)
C (-0.2059, -1.2362, 0.5088)
C (-0.7319, -1.9355, 1.5471)
C (-0.3632, 0.2483, 0.4619)
C (0.0797, 2.3642, -2.3072)
C (-0.6136, -3.3900, 1.8221)
C (1.8220, 1.4194, 0.1361)
N (0.5235, 1.1025, -0.1984)
N (-1.4033, 0.8179, -0.8471)
H (0.2657, -1.6860, -0.4315)
H (-1.3571, -1.3520, 2.2778)
H (-1.0191, 0.7682, 1.2025)
H (-0.6351, 3.1508, -2.3800)
H (0.0626, 1.8826, -3.3721)
H (1.1352, 2.6681, -2.1199)
H (-1.2698, -3.7269, 2.5567)
H (-0.4846, -4.0590, 0.9351)
H (0.3732, -3.6197, 2.1289)
H (2.5056, 0.5810, -0.2306)
H (2.0468, 2.3432, -0.4364)
H (1.8919, 1.5217, 1.2239)
H (-2.3340, 0.6859, -1.2589)

***

Entry 2:
The following is a quantum chemistry calculation of C19H45HoI2NOP3 as an isolated structure, from OMol25.

Its HOMO-LUMO gap (spin up / spin down) is 5.8831 / 5.8532 eV. As for the spin multiplicity: 5. Its charge is +2. The largest force on an atom is 0.0822 hartree/bohr.

Element x y z (Å)
I (-2.1858, 0.1817, -3.8603)
I (0.3059, 0.1204, -4.6404)
Ho (0.4876, -0.3032, 0.3384)
P (-0.1526, -2.8279, -0.6141)
C (-0.9862, -3.8003, 0.7127)
C (-1.1684, -3.3107, -2.0487)
H (-0.9793, -4.3670, -2.2982)
H (1.0707, -4.8539, -1.1995)
H (-0.9301, -2.6649, -2.9031)
H (1.9127, -3.3691, -1.7641)
H (-2.0713, -3.7370, 0.5618)
H (-2.2282, -3.1718, -1.7993)
C (1.3595, -3.8265, -0.9320)
H (-0.6841, -4.8570, 0.6741)
H (2.0206, -3.8590, -0.0550)
H (-0.7596, -3.3906, 1.7082)
P (0.2238, 2.4295, -0.2847)
C (0.0217, 3.5111, 1.1798)
C (1.7578, 3.1304, -1.0002)
H (-0.9877, 2.6349, -2.3704)
H (-0.8205, 4.2288, -1.5194)
H (-2.0210, 3.0116, -0.9719)
C (-1.0210, 3.1514, -1.4021)
H (2.1227, 2.4513, -1.7809)
H (1.5417, 4.1128, -1.4406)
H (-0.4830, 4.4430, 0.8921)
H (1.0027, 3.7388, 1.6105)
H (2.5199, 3.2392, -0.2196)
H (-0.5802, 2.9889, 1.9322)
C (-0.1319, 0.1812, 2.5352)
O (-0.8680, 0.9155, 3.1596)
C (3.5280, -3.4809, 4.8419)
C (2.8974, -2.7892, 3.6161)
C (4.0206, -2.3452, 2.6637)
C (2.0292, -3.7988, 2.8518)
P (1.8350, -1.3145, 4.1500)
N (0.8620, -0.6298, 2.5146)
C (0.6695, -1.7910, 5.5546)
C (1.4235, -1.7474, 6.8981)
C (-0.5362, -0.8379, 5.6609)
C (0.0831, -3.1959, 5.3403)
C (2.8695, 0.1965, 4.4849)
C (1.9932, 1.2752, 5.1462)
C (4.0487, -0.1419, 5.4174)
C (3.4347, 0.7903, 3.1781)
H (4.1859, -4.2724, 4.4514)
H (2.7904, -3.9686, 5.4917)
H (4.1515, -2.8032, 5.4412)
H (4.5300, -3.2582, 2.3147)
H (3.6358, -1.8261, 1.7715)
H (4.7816, -1.7240, 3.1594)
H (2.6908, -4.5777, 2.4395)
H (1.2929, -4.3015, 3.4887)
H (1.5030, -3.3250, 2.0119)
H (1.7156, -0.7312, 7.1901)
H (0.7253, -2.1096, 7.6666)
H (2.3016, -2.4026, 6.9322)
H (-1.2051, -0.9113, 4.7999)
H (-1.1046, -1.1471, 6.5493)
H (-0.2526, 0.2075, 5.8110)
H (-0.4378, -3.2778, 4.3766)
H (0.8237, -3.9973, 5.4367)
H (-0.6694, -3.3656, 6.1260)
H (1.7009, 1.0088, 6.1686)
H (2.5999, 2.1909, 5.2122)
H (1.0963, 1.5166, 4.5606)
H (4.7882, -0.8094, 4.9582)
H (4.5621, 0.8067, 5.6327)
H (3.7312, -0.5625, 6.3799)
H (4.1382, 0.1286, 2.6676)
H (2.6467, 1.0727, 2.4713)
H (3.9748, 1.7119, 3.4379)

***

Entry 3:
The following is a quantum chemistry calculation of a 2-piece molecular cluster, C4H13FN3O2 overall, from OMol25.

Its HOMO-LUMO gap is 11.6827 eV. Its charge is +1. The value obtained for the energy above the lowest of the compared OMol25 structures with the same formula, charge and spin is 10.3 kcal/mol. The largest force on an atom is 0.0865 hartree/bohr.

Element x y z (Å)
C (1.2595, 1.8631, -0.8375)
C (1.8368, -1.5068, 1.2474)
C (-1.9093, -0.1589, 0.9594)
C (-0.5546, 0.3781, -1.0124)
N (-0.1370, 0.0951, -2.2761)
N (-1.6682, -0.1484, -0.4717)
N (0.0765, 1.2126, -0.2033)
O (-2.1488, 1.1447, 1.3007)
O (0.7785, -1.5396, 0.2836)
F (-2.1555, -1.1581, -1.2589)
H (2.1774, 1.3054, -0.8367)
H (1.0611, 2.4222, -1.6945)
H (1.4239, 2.5603, -0.0257)
H (2.7492, -1.7177, 0.8305)
H (1.6170, -2.3992, 1.8112)
H (1.7411, -0.6204, 1.7194)
H (-0.9262, -0.6203, 1.5885)
H (-2.8295, -0.7387, 1.0603)
H (-0.5562, -0.7878, -2.5668)
H (0.8241, 0.3238, -2.4166)
H (-0.0041, 1.0903, 0.7946)
H (0.3237, -2.3294, 0.3527)
H (-2.9796, 1.3299, 1.6518)

***

Entry 4:
The following is a quantum chemistry calculation of C24H16BrCl3NO3Se2SiTaTe2 as an isolated structure, from OMol25.

Its HOMO-LUMO gap is 5.5068 eV. The value obtained for the energy above the lowest of the compared OMol25 structures with the same formula, charge and spin is 0.0 kcal/mol. The largest force on an atom is 0.0758 hartree/bohr.

Element x y z (Å)
Ta (-1.4981, -1.0849, -0.4916)
Br (-1.9596, 0.4555, 2.7224)
C (-0.7859, -1.0421, 2.6647)
C (-0.2590, -1.4670, 3.8818)
C (0.5723, -2.6008, 3.8960)
C (0.8127, -3.2791, 2.6679)
C (0.1511, -2.8914, 1.5225)
N (-0.5042, -1.6516, 1.5054)
C (0.1716, -3.5135, 0.2132)
O (1.0805, -4.2097, -0.1698)
O (-0.8447, -3.1244, -0.6103)
H (-0.4498, -0.9047, 4.7878)
H (0.9082, -3.0207, 4.8274)
H (1.4908, -4.1113, 2.6189)
Se (-3.1430, 0.7156, -0.8545)
Te (-5.6367, 0.0289, -0.6692)
Te (-5.2955, -1.5082, 1.5988)
Se (-3.2539, -2.6397, 0.7279)
Cl (2.3881, -4.6485, -5.0997)
C (1.2546, -3.6169, -4.3679)
C (1.6020, -2.9171, -3.1992)
C (0.7203, -2.0528, -2.5977)
Cl (1.2382, -1.0929, -1.1844)
C (-0.5629, -1.9568, -3.1400)
O (-1.5192, -1.1975, -2.5391)
C (-0.9515, -2.6813, -4.3115)
Cl (-2.5814, -2.5139, -4.8956)
C (-0.0249, -3.4995, -4.9493)
H (2.5796, -3.0619, -2.7656)
H (-0.2662, -4.0679, -5.8420)
C (-2.2216, 5.4599, 0.9651)
C (-1.4814, 4.7070, 1.8910)
C (-0.8561, 3.5358, 1.5028)
C (-1.0270, 3.0717, 0.1839)
C (-1.7360, 3.8328, -0.7384)
C (-2.3399, 5.0179, -0.3510)
Si (-0.2779, 1.4760, -0.4704)
C (1.5246, 1.5014, 0.2935)
C (2.5793, 1.7004, -0.5811)
C (3.8864, 1.7595, -0.0988)
C (4.1582, 1.6196, 1.2609)
C (3.1067, 1.3283, 2.1269)
C (1.7955, 1.2881, 1.6452)
H (-2.7014, 6.3529, 1.3110)
H (-1.4343, 5.0292, 2.9328)
H (-0.2633, 2.9797, 2.2203)
H (-1.7972, 3.4881, -1.7546)
H (-2.9253, 5.5986, -1.0556)
H (-0.0032, 1.8122, -1.9544)
H (2.4135, 1.7918, -1.6381)
H (4.7065, 1.8671, -0.7924)
H (5.1627, 1.7567, 1.6288)
H (3.2917, 1.1115, 3.1734)
H (1.0056, 1.0697, 2.3520)

***

Entry 5:
The following is a quantum chemistry calculation of a 2-piece molecular cluster, C10H16 overall, from OMol25.

Its HOMO-LUMO gap is 9.9037 eV. The value obtained for the energy above the lowest of the compared OMol25 structures with the same formula, charge and spin is 20.3 kcal/mol. The largest force on an atom is 0.0361 hartree/bohr. Its structure (SMILES) is CCc1ccccc1.CC.

Element x y z (Å)
C (-1.9032, -1.7309, -0.9337)
C (-2.0401, -3.2165, -1.2342)
H (-1.1586, -1.5283, -0.1744)
H (-1.5146, -1.2108, -1.8095)
H (-2.8490, -1.2674, -0.7233)
H (-1.2803, -3.6898, -1.8498)
H (-2.9967, -3.3620, -1.7520)
H (-2.2181, -3.7775, -0.3377)
C (2.6225, 0.9720, 0.4404)
C (2.7656, -0.1472, -0.6128)
C (1.1862, 1.3452, 0.7293)
C (0.6615, 1.2811, 2.0218)
C (0.3722, 1.6885, -0.3380)
C (-0.6711, 1.6179, 2.1807)
C (-1.0108, 1.6820, -0.2039)
C (-1.5206, 1.7566, 1.0852)
H (3.1458, 0.5310, 1.2939)
H (3.1850, 1.8629, 0.1587)
H (3.8172, -0.1996, -0.8956)
H (1.2584, 0.8485, 2.8043)
H (0.7299, 1.9642, -1.3256)
H (-1.1150, 1.7968, 3.1539)
H (-1.6186, 1.6859, -1.1005)
H (-2.5494, 2.0203, 1.2818)
H (2.3992, 0.1318, -1.6056)
H (2.3026, -1.0548, -0.2534)

***

Entry 6:
The following is a quantum chemistry calculation of the molecule C5H11N, from OMol25.

Its HOMO-LUMO gap is 8.5587 eV. The value obtained for the energy above the lowest of the compared OMol25 structures with the same formula, charge and spin is 31.0 kcal/mol. The largest force on an atom is 0.0592 hartree/bohr. Its structure (SMILES) is CC/C=C(/C)N.

Element x y z (Å)
C (1.7040, -1.1992, 1.3962)
C (1.3039, 0.0594, 0.6145)
N (-1.6566, 0.0964, 0.5409)
C (-0.8778, 0.1661, -0.6169)
C (0.4684, -0.0393, -0.5967)
C (-1.5293, 0.8932, -1.7672)
H (0.7850, -1.7263, 1.6613)
H (2.4411, -0.9833, 2.1795)
H (2.2744, -1.8889, 0.7557)
H (0.9007, 0.8097, 1.3190)
H (2.2262, 0.6015, 0.3999)
H (-2.5219, 0.6011, 0.5036)
H (-1.1378, 0.1034, 1.4064)
H (0.8563, -0.5878, -1.4610)
H (-2.4718, 0.3912, -2.0823)
H (-0.9557, 0.7748, -2.6851)
H (-1.8090, 1.9282, -1.5679)

***

Entry 7:
The following is a quantum chemistry calculation of C23H22F6N2O4RuS2 as an isolated structure, from OMol25.

Its HOMO-LUMO gap (spin up / spin down) is 6.8941 / 7.0280 eV. As for the spin multiplicity: 2. Its charge is +1. The value obtained for the energy above the lowest of the compared OMol25 structures with the same formula, charge and spin is 0.0 kcal/mol. The largest force on an atom is 0.0129 hartree/bohr.

Element x y z (Å)
Ru (0.6743, 0.2288, -0.3264)
C (-2.9826, 1.9735, 0.0277)
C (-1.8295, 1.4736, 0.8474)
C (-2.0236, 0.5658, 1.8769)
C (-0.9630, 0.0974, 2.6533)
C (-1.1859, -0.8318, 3.8065)
C (0.3211, 0.5747, 2.3901)
C (0.5526, 1.6128, 1.4620)
C (1.8066, 2.4370, 1.5175)
C (-0.5340, 1.9959, 0.6391)
H (-3.5280, 2.7359, 0.5882)
H (-3.6898, 1.1751, -0.1995)
H (-2.6451, 2.4269, -0.9013)
H (-3.0271, 0.2091, 2.0822)
H (-1.0664, -0.2875, 4.7452)
H (-0.4609, -1.6460, 3.8003)
H (-2.1860, -1.2590, 3.7905)
H (1.1461, 0.2546, 3.0167)
H (1.5999, 3.3408, 2.0951)
H (2.1360, 2.7514, 0.5290)
H (2.6113, 1.8990, 2.0151)
H (-0.3966, 2.8242, -0.0457)
N (-0.7116, -1.3241, -0.2585)
C (-0.6644, -2.3291, 0.7777)
C (-1.8458, -2.8695, 1.2604)
C (-1.8017, -3.8541, 2.2327)
C (-0.5749, -4.2757, 2.7190)
C (0.5963, -3.7222, 2.2319)
C (0.5838, -2.7383, 1.2378)
C (1.8766, -2.1721, 0.7754)
C (2.9621, -3.0569, 0.7133)
C (4.2517, -2.6052, 0.5201)
C (4.4968, -1.2383, 0.4250)
C (3.4386, -0.3530, 0.4323)
C (2.1148, -0.8008, 0.5305)
H (-1.6676, -0.9955, -0.3829)
H (-0.4797, -1.7814, -1.1468)
H (-2.7976, -2.5357, 0.8646)
H (-2.7192, -4.2833, 2.6108)
H (-0.5284, -5.0326, 3.4899)
H (1.5457, -4.0410, 2.6388)
H (2.7796, -4.1164, 0.8335)
H (5.0688, -3.3112, 0.4625)
H (5.5072, -0.8690, 0.3113)
H (3.6384, 0.7010, 0.2993)
F (3.4899, -0.7785, -3.6965)
C (2.2991, -0.3404, -3.3611)
F (1.4458, -0.5403, -4.3489)
F (1.8583, -1.0726, -2.2971)
S (2.3691, 1.4815, -2.8815)
O (2.1957, 1.4669, -1.4250)
O (3.5981, 1.9742, -3.3762)
N (1.1374, 2.1021, -3.6347)
S (-0.2773, 2.0049, -2.9582)
O (-0.6998, 3.1726, -2.2573)
O (-0.4498, 0.7196, -2.2437)
C (-1.3768, 1.8396, -4.4332)
F (-2.6245, 1.7430, -3.9851)
F (-1.2552, 2.9046, -5.1960)
F (-1.0683, 0.7494, -5.1134)

***

Entry 8:
The following is a quantum chemistry calculation of a 11-piece molecular cluster, C49H51N11 overall, from OMol25.

Its HOMO-LUMO gap is 9.7619 eV. The largest force on an atom is 0.0591 hartree/bohr. Its structure (SMILES) is c1ccncc1.c1ccncc1.c1ccncc1.c1ccncc1.c1ccncc1.c1ccncc1.c1ccncc1.c1ccncc1.c1ccncc1.CC#N.CC#N.

Element x y z (Å)
C (-0.1514, 1.3270, -0.1441)
C (0.0326, 0.6287, -1.3910)
N (0.0831, 0.1589, -2.4251)
H (-0.3031, 0.6257, 0.6713)
H (-0.9830, 1.9497, -0.2060)
H (0.8212, 1.7452, 0.1104)
C (3.5036, -0.7536, -2.3049)
C (2.9663, -1.2566, -1.0225)
N (2.4585, -1.7075, -0.1098)
H (2.9543, -1.3219, -3.0652)
H (4.5504, -1.0296, -2.4161)
H (3.3303, 0.3418, -2.4032)
N (0.3305, -6.8761, -1.1742)
C (1.2457, -6.2019, -1.9247)
C (1.4174, -4.8435, -1.9731)
C (0.5907, -4.0342, -1.2221)
C (-0.3941, -4.6683, -0.4370)
C (-0.4294, -6.0696, -0.4166)
H (1.7322, -6.9325, -2.5434)
H (2.2350, -4.3693, -2.5188)
H (0.5948, -2.9722, -1.2561)
H (-1.1105, -4.0520, 0.1022)
H (-1.1491, -6.5284, 0.2744)
N (-3.2869, 2.1766, -1.2987)
C (-4.4340, 1.6135, -1.5418)
C (-4.9609, 1.6257, -2.8350)
C (-4.2314, 2.1903, -3.8625)
C (-3.0110, 2.7024, -3.5950)
C (-2.5480, 2.6497, -2.2812)
H (-4.9952, 1.1143, -0.7269)
H (-5.9418, 1.1923, -2.9918)
H (-4.6383, 2.2220, -4.8217)
H (-2.4124, 3.1767, -4.3724)
H (-1.6006, 3.0844, -2.0145)
N (-3.4987, -2.8259, -5.9712)
C (-3.2836, -1.5956, -5.5672)
C (-2.0987, -1.1298, -4.9677)
C (-1.0956, -2.0279, -4.7061)
C (-1.3189, -3.3425, -5.0724)
C (-2.5412, -3.7058, -5.6707)
H (-4.0261, -0.9255, -5.8490)
H (-1.9586, -0.0743, -4.7037)
H (-0.2235, -1.6570, -4.2068)
H (-0.6503, -4.1724, -4.8293)
H (-2.6912, -4.7579, -5.9146)
N (4.4008, 2.2979, -3.2182)
C (3.2212, 2.8010, -3.3493)
C (2.6041, 3.3562, -2.2270)
C (3.2359, 3.2448, -0.9873)
C (4.4374, 2.6400, -0.8921)
C (5.0612, 2.1944, -2.0527)
H (2.6383, 2.8226, -4.2568)
H (1.6453, 3.8791, -2.2329)
H (2.6608, 3.5165, -0.1369)
H (4.8907, 2.5822, 0.0854)
H (6.0556, 1.6961, -2.1924)
N (-2.5510, -1.7587, 0.5393)
C (-2.9048, -1.9391, -0.7481)
C (-3.8142, -2.8711, -1.1471)
C (-4.1972, -3.8834, -0.2212)
C (-3.8076, -3.6731, 1.0869)
C (-2.9721, -2.6480, 1.4411)
H (-2.4779, -1.2119, -1.4506)
H (-4.1763, -2.9131, -2.1768)
H (-4.9074, -4.6584, -0.4151)
H (-4.0546, -4.4273, 1.7860)
H (-2.5695, -2.5203, 2.4196)
N (1.4413, 6.1608, 0.9148)
C (0.3036, 5.4420, 0.9517)
C (0.2434, 4.2663, 1.6783)
C (1.3348, 3.8014, 2.3955)
C (2.5242, 4.5178, 2.2694)
C (2.5178, 5.6346, 1.4785)
H (-0.5257, 5.9010, 0.4312)
H (-0.7064, 3.7931, 1.8063)
H (1.2003, 2.8904, 2.9813)
H (3.4183, 4.0244, 2.6460)
H (3.4797, 6.1685, 1.2735)
N (-1.5417, 1.3849, 3.0921)
C (-1.4270, 2.1572, 4.1448)
C (-2.2144, 3.2870, 4.3454)
C (-3.1105, 3.6660, 3.3931)
C (-3.3222, 2.8233, 2.3367)
C (-2.5181, 1.6987, 2.1906)
H (-0.6053, 1.9267, 4.8082)
H (-2.0697, 3.8235, 5.2854)
H (-3.6964, 4.5747, 3.5149)
H (-4.0603, 3.1331, 1.6046)
H (-2.7474, 1.0004, 1.4082)
N (0.2238, -1.8123, 4.8454)
C (1.1745, -2.6933, 5.1553)
C (1.7391, -3.4924, 4.2039)
C (1.4329, -3.2823, 2.8867)
C (0.4825, -2.3258, 2.5684)
C (-0.1337, -1.6131, 3.5925)
H (1.4302, -2.7532, 6.2286)
H (2.4686, -4.1995, 4.4169)
H (1.7653, -3.9186, 2.0931)
H (0.1629, -2.2299, 1.5294)
H (-0.9091, -0.9134, 3.3301)
N (5.2661, 0.8746, 3.1707)
C (4.3830, 0.1672, 2.4603)
C (3.0603, 0.0505, 2.8627)
C (2.5573, 0.5840, 4.0358)
C (3.4720, 1.3339, 4.7582)
C (4.7935, 1.4656, 4.2930)
H (4.7998, -0.2969, 1.5458)
H (2.4135, -0.6197, 2.3099)
H (1.5342, 0.4602, 4.3063)
H (3.1701, 1.7650, 5.6963)
H (5.4965, 2.1541, 4.7024)